{
  "formula": "C2H6N2",
  "method": "the ωB97M-V functional and the def2-TZVPD basis",
  "homo_lumo_gap_ev": [7.39, 7.39],
  "total_charge": 2,
  "e_tot_ha": -188.2158,
  "largest_force_ev_per_a": 4.434,
  "homo_energy_ev": [-19.176, -19.175],
  "molar_mass_da": 58.084,
  "species": ["H", "H", "C", "H", "H", "N", "H", "C", "H", "N"],
  "positions_angstrom": [[1.96519, 0.38033, -0.84093], [2.47721, -1.10884, -1.11716], [0.47684, -0.88929, -0.29660], [-1.59183, -0.48944, 1.52588], [-1.97760, 1.18145, 1.88070], [1.60652, -0.54318, -0.97356], [-2.03593, 0.64807, 0.15033], [-0.50287, 0.90405, 0.39872], [1.09632, -0.60939, -1.93196], [-1.51385, 0.52623, 1.20457]],
  "mulliken_charge": [0.3688, 0.4291, -0.1241, 0.4069, 0.4209, -0.1674, 0.5449, -0.2505, 0.4842, -0.1129]
}

---

{
  "formula": "C2H6N2O",
  "method": "the ωB97M-V functional and the def2-TZVPD basis",
  "homo_lumo_gap_ev": 9.29,
  "total_charge": 0,
  "e_tot_ha": -264.4131,
  "smiles": "C/N=C/NO",
  "largest_force_ev_per_a": 4.600,
  "homo_energy_ev": -8.294,
  "molar_mass_da": 74.083,
  "species": ["N", "H", "C", "H", "O", "H", "N", "H", "C", "H", "H"],
  "positions_angstrom": [[-1.85131, 0.33248, -0.18926], [-1.25909, -1.31527, -0.09236], [-0.47803, 0.69299, -0.06491], [1.95820, 0.82963, -0.13654], [-2.11068, -0.98084, 0.00463], [-2.59518, 0.96945, 0.14345], [0.41096, -0.33017, -0.25774], [2.01270, -0.62251, 1.17349], [1.84325, -0.30540, -0.04235], [2.51592, -1.04157, -0.71166], [-0.44676, 1.77120, 0.17324]],
  "mulliken_charge": [-0.1239, 0.4061, 0.0680, 0.2450, -0.4115, 0.2700, -0.5778, 0.1868, -0.5632, 0.2098, 0.2904]
}

---

{
  "formula": "C2H6N2O",
  "method": "the ωB97M-V functional and the def2-TZVPD basis",
  "homo_lumo_gap_ev": 11.00,
  "total_charge": 0,
  "e_tot_ha": -264.5133,
  "smiles": "NC=O.C=N",
  "largest_force_ev_per_a": 2.180,
  "homo_energy_ev": -10.089,
  "molar_mass_da": 74.083,
  "species": ["H", "O", "H", "H", "H", "C", "H", "N", "H", "N", "C"],
  "positions_angstrom": [[-0.33229, -2.21463, -0.88411], [-0.81828, 1.49255, 0.62988], [1.17399, -0.26299, 2.12096], [0.51430, -0.90923, 0.65925], [-0.91738, 0.04171, -1.19761], [-0.11422, -0.50127, -1.71485], [0.16129, -0.02995, -2.66019], [0.45640, -0.23947, 1.41234], [0.83457, 1.78597, 1.74810], [0.20362, -1.72099, -1.60280], [0.17755, 1.09508, 1.18119]],
  "mulliken_charge": [0.2661, -0.4926, 0.2528, 0.1739, 0.3439, -0.2851, 0.2602, -0.3475, 0.2809, -0.5886, 0.1359]
}

---

{
  "formula": "C2H6N2O",
  "method": "the ωB97M-V functional and the def2-TZVPD basis",
  "homo_lumo_gap_ev": 10.01,
  "total_charge": 0,
  "e_tot_ha": -264.4963,
  "smiles": "[H]/N=C(\\C)NO",
  "largest_force_ev_per_a": 1.492,
  "homo_energy_ev": -9.162,
  "molar_mass_da": 74.083,
  "species": ["C", "N", "H", "O", "H", "N", "H", "H", "C", "H", "H"],
  "positions_angstrom": [[-0.15347, -0.04981, 0.08517], [1.03371, -0.65590, 0.53283], [-1.03928, 0.53938, -1.78758], [0.95043, -1.12956, 1.86545], [0.12792, 1.71800, -1.11042], [-1.20908, -0.26879, 0.79180], [-0.01921, -0.95571, 2.03383], [-2.03510, 0.03351, 0.24293], [-0.10766, 0.65120, -1.24279], [0.62460, 0.14971, -1.84149], [1.82714, -0.03203, 0.43027]],
  "mulliken_charge": [0.6825, -0.2286, 0.3717, -0.4320, 0.2668, -0.7591, 0.4295, 0.2288, -1.1312, 0.3268, 0.2448]
}

---

{
  "formula": "C2H6N2O",
  "method": "the ωB97M-V functional and the def2-TZVPD basis",
  "homo_lumo_gap_ev": 10.05,
  "total_charge": 0,
  "e_tot_ha": -264.5328,
  "smiles": "NCC(N)=O",
  "largest_force_ev_per_a": 4.232,
  "homo_energy_ev": -9.363,
  "molar_mass_da": 74.083,
  "species": ["H", "H", "C", "C", "N", "N", "H", "H", "O", "H", "H"],
  "positions_angstrom": [[-1.46999, -0.43883, 1.26762], [1.01302, 1.44238, -0.72061], [0.51699, -0.04738, 0.81337], [-1.02594, -0.07392, 0.34356], [-1.08730, -0.83364, -0.86024], [1.33021, 0.67980, -0.15925], [2.31511, 0.68965, 0.03428], [-0.19070, -1.32113, -0.88143], [0.91325, -0.98853, 1.49694], [-1.26492, 0.96385, 0.18034], [-1.04974, -0.07225, -1.51458]],
  "mulliken_charge": [0.2552, 0.1856, 0.3912, -0.5249, -0.5575, -0.3688, 0.2325, 0.2987, -0.5393, 0.3131, 0.3141]
}

---

{
  "formula": "C2H6N2O",
  "method": "the ωB97M-V functional and the def2-TZVPD basis",
  "homo_lumo_gap_ev": 10.32,
  "total_charge": 0,
  "e_tot_ha": -264.4528,
  "smiles": "CCNN=O",
  "largest_force_ev_per_a": 4.414,
  "homo_energy_ev": -9.373,
  "molar_mass_da": 74.083,
  "species": ["C", "H", "H", "C", "H", "H", "O", "N", "N", "H", "H"],
  "positions_angstrom": [[0.71504, -0.43460, 0.19015], [-0.45807, 0.96896, 1.08846], [1.62249, -0.07663, -0.19150], [-0.38550, 0.63646, 0.14575], [0.51108, -1.25322, -0.39369], [-1.63443, -0.40602, -1.24372], [-3.69196, -0.28708, -0.12950], [-2.73145, 0.22874, 0.41707], [-1.66018, 0.07398, -0.30079], [-0.01516, 1.34852, -0.59920], [0.97276, -0.73108, 1.29458]],
  "mulliken_charge": [-1.0353, 0.4082, 0.3619, -0.3339, 0.3573, 0.2831, -0.4977, -0.1209, 0.1200, 0.2432, 0.2141]
}

---

{
  "formula": "C2H6N2O",
  "method": "the ωB97M-V functional and the def2-TZVPD basis",
  "homo_lumo_gap_ev": 9.49,
  "total_charge": 0,
  "e_tot_ha": -264.4182,
  "smiles": "[H]/N=C(\\C)NO",
  "largest_force_ev_per_a": 8.405,
  "homo_energy_ev": -8.999,
  "molar_mass_da": 74.083,
  "species": ["C", "C", "N", "H", "H", "H", "H", "H", "H", "N", "O"],
  "positions_angstrom": [[-0.86732, -0.59550, -0.90580], [0.02328, -0.50637, 0.30048], [0.38358, -1.40292, 1.25293], [-0.16191, -2.19773, 0.94617], [-0.72305, 1.95874, 0.12342], [-0.38770, -0.41714, -1.89548], [-1.61999, -1.49106, -0.66085], [1.61939, 0.66887, 0.73487], [-1.53769, 0.22343, -0.75827], [0.66847, 0.57568, 0.07767], [0.06386, 1.70710, -0.52152]],
  "mulliken_charge": [-0.8065, 0.4425, -0.7726, 0.2359, 0.3528, 0.2744, 0.2875, 0.3122, 0.2722, -0.1732, -0.4251]
}

---

{
  "formula": "C2H6N2O",
  "method": "the ωB97M-V functional and the def2-TZVPD basis",
  "homo_lumo_gap_ev": 8.18,
  "total_charge": 0,
  "e_tot_ha": -264.4640,
  "smiles": "N=C=CN.O",
  "largest_force_ev_per_a": 5.183,
  "homo_energy_ev": -7.450,
  "molar_mass_da": 74.083,
  "species": ["H", "H", "H", "C", "H", "N", "H", "O", "C", "H", "N"],
  "positions_angstrom": [[1.62448, -1.59203, 0.01019], [0.48140, -0.40560, -1.59197], [0.35240, -1.52283, 1.11044], [-0.02843, -0.68337, -0.67596], [0.22359, 1.83927, 0.51277], [0.61407, -1.58028, 0.12715], [1.61090, 2.18765, -0.17158], [1.20684, 1.97385, 0.68197], [-1.10512, -0.04158, -0.27985], [-2.77862, -0.48357, 0.29325], [-2.20151, 0.30850, -0.01641]],
  "mulliken_charge": [0.2309, 0.3305, 0.2243, -0.1912, 0.3305, -0.4994, 0.3166, -0.6628, 0.1719, 0.2697, -0.5210]
}

---

{
  "formula": "C2H6N2O",
  "method": "the ωB97M-V functional and the def2-TZVPD basis",
  "homo_lumo_gap_ev": 10.86,
  "total_charge": 0,
  "e_tot_ha": -264.5292,
  "smiles": "NC=O.C=N",
  "largest_force_ev_per_a": 0.870,
  "homo_energy_ev": -10.156,
  "molar_mass_da": 74.083,
  "species": ["O", "H", "H", "C", "C", "H", "N", "H", "H", "N", "H"],
  "positions_angstrom": [[2.78838, 0.44232, 1.07139], [1.91429, 0.66014, -1.17981], [3.68254, -1.18894, 0.27413], [-3.36909, -0.08878, 0.65746], [3.02828, -0.31740, 0.16145], [2.42901, -0.80215, -1.81526], [-3.61274, 0.89916, -0.07763], [-4.02883, -0.95616, 0.70839], [-2.90546, 1.63048, 0.00590], [2.56948, -0.10521, -1.10101], [-2.49587, -0.17347, 1.29499]],
  "mulliken_charge": [-0.5346, 0.2413, 0.3228, -0.2235, 0.1079, 0.2292, -0.4832, 0.2453, 0.2525, -0.3668, 0.2090]
}

---

{
  "formula": "C2H6N2O",
  "method": "the ωB97M-V functional and the def2-TZVPD basis",
  "homo_lumo_gap_ev": 7.06,
  "total_charge": 0,
  "e_tot_ha": -264.4686,
  "largest_force_ev_per_a": 1.857,
  "homo_energy_ev": -6.597,
  "molar_mass_da": 74.083,
  "species": ["H", "N", "H", "H", "H", "C", "C", "O", "H", "N", "H"],
  "positions_angstrom": [[-0.41206, 1.91071, -0.96168], [0.38441, -0.74494, 0.29360], [0.85014, 2.06058, 1.40744], [0.86906, -1.20175, 1.06179], [-1.19382, 0.37499, -0.77337], [0.35469, 0.56232, 0.36580], [-0.56889, -1.43315, -0.56901], [1.19537, 1.17521, 1.22254], [-0.15763, -1.47094, -1.58112], [-0.63403, 1.21565, -0.26692], [-0.68722, -2.44867, -0.19907]],
  "mulliken_charge": [0.2599, 0.0537, 0.3401, 0.2363, 0.3848, 0.3665, -1.0544, -0.4538, 0.2184, -0.5267, 0.1752]
}